Entry 1:
C47H36AlAsGeN3O2 | wB97M-V/def2-TZVPD

Geometry as ORCA input:
```
! RIJCOSX wB97M-V def2-TZVPD def2/J DEFGRID3
* xyz 2 2
Al 0.282 -0.016 0.383
O -1.121 3.670 -0.180
C -0.776 2.593 0.214
N 0.022 1.650 -0.419
C 0.630 1.925 -1.641
O 0.526 2.902 -2.325
C 1.527 0.774 -2.032
C 2.368 0.848 -3.125
C 3.164 -0.248 -3.421
C 3.078 -1.381 -2.620
C 2.212 -1.377 -1.547
N 1.457 -0.313 -1.250
C -1.159 2.095 1.589
C -1.847 2.905 2.471
C -2.088 2.442 3.756
C -1.621 1.182 4.112
C -0.960 0.424 3.168
N -0.730 0.865 1.923
H 2.382 1.761 -3.705
H 3.845 -0.221 -4.260
H 3.676 -2.258 -2.825
H 2.106 -2.236 -0.893
H -2.166 3.883 2.136
H -2.619 3.056 4.471
H -1.769 0.788 5.107
H -0.596 -0.565 3.417
C 2.927 -0.794 6.320
C 2.600 0.494 5.919
C 2.420 0.779 4.573
C 2.576 -0.231 3.632
C 2.907 -1.522 4.030
C 3.083 -1.801 5.377
As 2.402 0.138 1.739
C 3.005 1.951 1.527
C 2.332 3.122 1.836
C 2.953 4.342 1.611
C 4.237 4.378 1.084
C 4.911 3.205 0.777
C 4.299 1.976 0.988
C 4.887 0.654 0.695
C 6.150 0.425 0.160
C 6.584 -0.874 -0.065
C 5.774 -1.959 0.245
C 4.510 -1.747 0.776
C 4.077 -0.449 0.994
H 3.065 -1.016 7.369
H 2.502 1.283 6.653
H 2.178 1.787 4.259
H 3.044 -2.299 3.288
H 3.359 -2.798 5.694
H 1.332 3.093 2.253
H 2.435 5.262 1.845
H 4.716 5.332 0.911
H 5.915 3.259 0.378
H 6.806 1.253 -0.073
H 7.569 -1.045 -0.480
H 6.133 -2.966 0.082
H 3.874 -2.590 1.024
C -2.814 -1.956 0.788
Ge -1.143 -2.094 -0.269
C -1.592 -2.227 -2.175
C -0.667 -2.518 -3.181
C -1.087 -2.703 -4.487
C -2.435 -2.596 -4.808
C -3.359 -2.286 -3.821
C -2.939 -2.086 -2.515
C -0.116 -3.553 0.611
C 0.191 -3.284 1.942
C 0.697 -4.263 2.796
C 0.971 -5.517 2.300
C 0.736 -5.829 0.944
C 1.029 -7.113 0.435
C 0.789 -7.424 -0.879
C 0.221 -6.464 -1.727
C -0.077 -5.205 -1.260
C 0.175 -4.845 0.078
H -3.440 -2.819 0.558
H -3.364 -1.046 0.549
H -2.595 -1.968 1.855
H 0.388 -2.610 -2.954
H -0.361 -2.931 -5.257
H -2.764 -2.744 -5.828
H -4.410 -2.202 -4.065
H -3.670 -1.825 -1.760
H -0.006 -2.295 2.342
H 0.858 -4.037 3.841
H 1.369 -6.288 2.950
H 1.437 -7.855 1.111
H 1.031 -8.404 -1.265
H 0.010 -6.717 -2.758
H -0.506 -4.475 -1.932
*
```

The calculation puts the molecular weight at 849.338 u. The value obtained for the orbital gap (spin up / spin down) is 7.80 / 4.33 eV. As for the expectation value of S²: 0.769.

Formally, the natural (NBO) partial charges of the atoms, in units of the elementary charge, are as follows:
1 Al 1.48
2 O -0.48
3 C 0.66
4 N -0.95
5 C 0.66
6 O -0.47
7 C 0.12
8 C -0.14
9 C -0.12
10 C -0.22
11 C 0.06
12 N -0.61
13 C 0.13
14 C -0.19
15 C -0.10
16 C -0.22
17 C 0.07
18 N -0.61
19 H 0.26
20 H 0.25
21 H 0.25
22 H 0.22
23 H 0.28
24 H 0.25
25 H 0.25
26 H 0.21
27 C -0.18
28 C -0.19
29 C -0.24
30 C -0.24
31 C -0.26
32 C -0.19
33 As 0.90
34 C -0.23
35 C -0.24
36 C -0.18
37 C -0.17
38 C -0.17
39 C -0.10
40 C 0.04
41 C -0.21
42 C -0.16
43 C -0.21
44 C -0.21
45 C -0.34
46 H 0.24
47 H 0.24
48 H 0.22
49 H 0.21
50 H 0.23
51 H 0.21
52 H 0.24
53 H 0.24
54 H 0.23
55 H 0.23
56 H 0.24
57 H 0.23
58 H 0.21
59 C -1.02
60 Ge 1.05
61 C -0.36
62 C -0.25
63 C -0.19
64 C -0.16
65 C -0.19
66 C -0.22
67 C -0.34
68 C -0.18
69 C -0.26
70 C -0.01
71 C -0.13
72 C -0.13
73 C -0.18
74 C -0.15
75 C -0.19
76 C -0.01
77 H 0.26
78 H 0.25
79 H 0.24
80 H 0.21
81 H 0.23
82 H 0.24
83 H 0.24
84 H 0.22
85 H 0.20
86 H 0.24
87 H 0.23
88 H 0.23
89 H 0.24
90 H 0.24
91 H 0.23

***

Entry 2:
B3CsF8H4 | wB97M-V/def2-TZVPD

Geometry as ORCA input:
```
! RIJCOSX wB97M-V def2-TZVPD def2/J DEFGRID3
* xyz -2 1
Cs -1.284 27.804 5.126
B -1.550 24.789 3.983
H -2.023 23.675 4.116
H -2.361 25.570 4.360
H -0.543 24.898 4.632
H -1.306 24.934 2.795
B -0.466 28.758 8.786
F -1.419 29.667 8.322
F -0.266 27.747 7.797
F 0.800 29.376 8.982
F -0.887 28.193 10.001
B -4.531 28.146 4.930
F -5.854 28.638 4.844
F -3.894 28.293 3.680
F -3.777 28.894 5.868
F -4.560 26.811 5.352
*
```

The value obtained for the relative energy (zero: lowest compared OMol25 entry of this formula, charge and spin) is 13.8 kcal per mole. The calculation puts the molecular weight at 321.357 u. The value obtained for the orbital gap is 7.13 eV.

Formally, the Löwdin partial charges of the atoms, in units of the elementary charge, are as follows:
1 Cs 1.27
2 B -0.55
3 H -0.08
4 H -0.17
5 H -0.10
6 H -0.08
7 B -1.25
8 F 0.09
9 F -0.07
10 F 0.05
11 F 0.08
12 B -1.33
13 F 0.07
14 F 0.02
15 F -0.04
16 F 0.09

***

Entry 3:
C29H50Br4N3O8P2SbScTe | wB97M-V/def2-TZVPD

Geometry as ORCA input:
```
! RIJCOSX wB97M-V def2-TZVPD def2/J DEFGRID3
* xyz -1 1
Sc 0.363 -0.459 -0.310
N -0.912 3.396 -2.190
C 0.509 2.893 -2.024
C 1.468 3.782 -2.789
P 0.399 1.132 -2.486
O 0.310 1.002 -4.043
O 1.566 0.394 -1.875
O -0.900 0.766 -1.767
P 0.871 2.922 -0.144
O -0.271 3.961 0.237
O 2.254 3.398 0.032
O 0.494 1.553 0.401
H -1.112 3.666 -3.151
H -1.074 4.156 -1.519
H -1.519 2.598 -1.928
H 1.236 3.792 -3.858
H 2.475 3.394 -2.654
H 1.467 4.800 -2.397
H 0.163 -0.002 -4.162
H -0.473 4.010 1.246
Br 2.745 -6.643 -2.824
C 1.860 -4.984 -3.002
C 1.573 -4.456 -4.249
Br 2.090 -5.377 -5.817
C 0.894 -3.239 -4.350
Br 0.426 -2.491 -6.023
C 0.493 -2.494 -3.229
O -0.194 -1.412 -3.301
C 0.853 -3.026 -1.941
O 0.523 -2.336 -0.855
C 1.483 -4.258 -1.862
Br 1.776 -4.961 -0.122
C -1.284 -0.138 2.388
N -0.239 -1.052 1.883
C -0.696 -2.442 2.018
C 0.994 -0.841 2.677
C 2.206 -1.421 1.973
N 2.484 -0.673 0.736
C 3.388 -1.447 -0.133
C 3.157 0.598 1.054
H -1.494 -0.345 3.444
H -2.197 -0.278 1.809
H -0.945 0.892 2.291
H -0.870 -2.678 3.075
H 0.033 -3.129 1.594
H -1.627 -2.568 1.468
H 0.872 -1.292 3.670
H 1.115 0.234 2.818
H 2.034 -2.465 1.704
H 3.079 -1.392 2.639
H 4.352 -1.600 0.369
H 3.547 -0.894 -1.057
H 2.949 -2.412 -0.365
H 4.127 0.382 1.520
H 2.557 1.207 1.722
H 3.304 1.169 0.142
C 1.699 8.679 6.710
C 1.123 7.515 5.949
C -0.068 6.921 6.333
C -0.612 5.841 5.639
C -1.905 5.251 6.130
C 0.050 5.328 4.515
Te -0.732 3.634 3.502
C 1.257 5.927 4.108
C 2.044 5.443 2.921
C 1.766 7.001 4.831
H 1.053 8.963 7.541
H 1.823 9.556 6.071
H 2.683 8.440 7.122
H -0.596 7.304 7.202
H -2.281 5.810 6.989
H -1.776 4.206 6.417
H -2.660 5.252 5.342
H 1.412 5.229 2.062
H 2.559 4.507 3.153
H 2.793 6.181 2.631
H 2.698 7.453 4.501
C -4.619 -2.450 1.135
C -4.667 -1.894 -0.284
Sb -2.709 -1.604 -1.183
C -3.403 -0.604 -2.949
C -4.619 -1.223 -3.623
C -2.559 -3.576 -2.018
C -2.039 -4.620 -1.037
H -5.619 -2.596 1.552
H -4.085 -1.779 1.812
H -4.111 -3.416 1.175
H -5.175 -0.925 -0.292
H -5.237 -2.556 -0.940
H -2.534 -0.601 -3.608
H -3.593 0.434 -2.667
H -4.438 -2.262 -3.905
H -4.879 -0.686 -4.539
H -5.500 -1.207 -2.977
H -1.897 -3.489 -2.882
H -3.549 -3.850 -2.390
H -1.083 -4.320 -0.603
H -1.885 -5.586 -1.524
H -2.739 -4.782 -0.213
*
```

The value obtained for the relative energy (zero: lowest compared OMol25 entry of this formula, charge and spin) is 5.0 kcal per mole. The calculation puts the molecular weight at 1244.612 u. The value obtained for the orbital gap is 5.80 eV.

Formally, the Löwdin partial charges of the atoms, in units of the elementary charge, are as follows:
1 Sc 0.94
2 N 0.16
3 C -0.46
4 C -0.07
5 P 0.35
6 O -0.12
7 O -0.29
8 O -0.44
9 P 0.34
10 O -0.26
11 O -0.27
12 O -0.39
13 H 0.16
14 H 0.14
15 H 0.14
16 H 0.08
17 H 0.09
18 H 0.09
19 H 0.06
20 H -0.12
21 Br 0.68
22 C -0.77
23 C -0.76
24 Br 0.68
25 C -0.63
26 Br 0.75
27 C -0.44
28 O -0.21
29 C -0.39
30 O -0.27
31 C -0.62
32 Br 0.79
33 C -0.09
34 N -0.31
35 C -0.08
36 C -0.16
37 C -0.17
38 N -0.30
39 C -0.07
40 C -0.07
41 H 0.10
42 H 0.06
43 H 0.01
44 H 0.10
45 H 0.05
46 H 0.04
47 H 0.13
48 H 0.11
49 H 0.09
50 H 0.13
51 H 0.10
52 H 0.09
53 H 0.04
54 H 0.10
55 H 0.08
56 H 0.08
57 C -0.07
58 C -0.29
59 C -0.04
60 C -0.34
61 C -0.14
62 C -0.56
63 Te 0.78
64 C -0.32
65 C -0.10
66 C -0.04
67 H 0.06
68 H 0.07
69 H 0.07
70 H 0.10
71 H 0.06
72 H 0.05
73 H 0.05
74 H 0.03
75 H 0.08
76 H 0.07
77 H 0.11
78 C -0.21
79 C -0.45
80 Sb 1.51
81 C -0.43
82 C -0.19
83 C -0.40
84 C -0.18
85 H 0.06
86 H 0.05
87 H 0.05
88 H 0.05
89 H 0.04
90 H 0.03
91 H 0.04
92 H 0.06
93 H 0.06
94 H 0.05
95 H 0.05
96 H 0.04
97 H 0.02
98 H 0.07
99 H 0.05

***

Entry 4:
C30H64O22S4 | wB97M-V/def2-TZVPD

Geometry as ORCA input:
```
! RIJCOSX wB97M-V def2-TZVPD def2/J DEFGRID3
* xyz 0 1
O 12.813 11.503 11.303
S 12.940 10.108 10.990
O 13.054 9.118 12.041
C 11.701 9.619 9.645
C 12.523 9.637 8.352
C 13.885 9.117 8.665
C 14.436 9.862 9.912
H 10.992 10.369 9.718
H 11.462 8.639 10.003
H 12.026 9.039 7.587
H 12.557 10.666 8.113
H 14.565 9.144 7.847
H 13.788 8.048 8.812
H 14.884 10.808 9.547
H 15.272 9.391 10.384
O 7.219 20.322 13.158
S 7.314 18.895 13.082
O 7.673 18.201 11.859
C 8.376 18.303 14.321
C 7.899 16.886 14.675
C 6.416 16.814 14.266
C 5.901 18.136 13.738
H 8.533 19.073 15.046
H 9.310 18.205 13.770
H 8.497 16.191 14.162
H 8.026 16.674 15.701
H 5.771 16.498 15.057
H 6.309 16.041 13.465
H 5.610 18.796 14.566
H 5.104 18.234 13.008
O 10.773 17.816 7.107
S 9.653 18.313 7.879
O 8.454 18.795 7.191
C 9.188 17.008 8.998
C 10.386 17.036 10.028
C 10.696 18.579 10.357
C 10.240 19.470 9.187
H 9.020 16.101 8.382
H 8.247 17.396 9.377
H 10.299 16.528 10.987
H 11.278 16.679 9.532
H 11.759 18.734 10.518
H 10.155 18.851 11.250
H 11.070 20.058 8.805
H 9.467 20.143 9.425
O 11.494 19.204 16.195
S 12.585 18.457 15.579
O 12.634 17.056 15.839
C 12.563 18.716 13.749
C 13.703 19.747 13.599
C 14.870 19.308 14.508
C 14.253 19.214 15.873
H 11.547 19.083 13.489
H 12.770 17.826 13.090
H 14.003 19.874 12.584
H 13.351 20.701 13.967
H 15.625 20.095 14.535
H 15.294 18.320 14.216
H 14.084 20.217 16.257
H 14.647 18.516 16.609
O 14.760 11.667 7.391
C 14.509 12.703 7.867
O 13.292 13.250 8.001
C 13.411 14.292 8.992
C 14.786 14.705 8.803
O 15.456 13.508 8.466
H 12.702 15.106 8.772
H 13.273 13.780 9.882
H 15.240 15.079 9.683
H 14.922 15.441 7.984
O 13.302 15.963 11.730
C 12.608 15.254 12.406
O 13.009 14.056 12.817
C 12.095 13.477 13.718
C 10.849 14.352 13.503
O 11.354 15.545 12.891
H 11.962 12.431 13.468
H 12.525 13.552 14.713
H 10.375 14.484 14.464
H 10.061 13.938 12.883
O 7.053 14.124 16.484
C 8.112 13.738 16.987
O 8.261 13.227 18.251
C 9.633 12.815 18.347
C 10.286 13.341 17.169
O 9.244 13.791 16.318
H 10.000 13.220 19.326
H 9.549 11.707 18.386
H 10.808 12.563 16.648
H 10.943 14.222 17.293
C 15.157 14.996 15.554
O 16.320 15.598 14.949
H 14.243 15.412 15.070
H 15.098 13.853 15.493
H 15.162 15.287 16.579
H 16.621 14.954 14.315
C 10.233 13.525 10.249
O 9.578 12.261 9.934
H 9.563 14.284 10.695
H 10.989 13.264 10.983
H 10.640 14.063 9.371
H 8.831 12.526 9.335
C 9.748 10.665 13.669
O 9.793 11.582 14.764
H 8.967 9.922 13.948
H 9.502 11.169 12.706
H 10.691 10.223 13.627
H 9.137 12.270 14.624
C 6.765 11.928 13.884
O 7.400 13.177 13.984
H 7.114 11.432 12.965
H 6.981 11.326 14.789
H 5.688 12.003 13.721
H 7.131 13.716 14.773
C 14.751 18.310 10.236
O 15.949 18.922 9.746
H 14.046 17.985 9.457
H 14.958 17.448 10.901
H 14.173 19.043 10.844
H 15.694 19.323 8.902
*
```

The value obtained for the relative energy (zero: lowest compared OMol25 entry of this formula, charge and spin) is 4.0 kcal per mole. The calculation puts the molecular weight at 905.088 u. The SMILES is O=S1(=O)CCCC1.O=S1(=O)CCCC1.O=S1(=O)CCCC1.O=S1(=O)CCCC1.O=C1OCCO1.O=C1OCCO1.O=C1OCCO1.CO.CO.CO.CO.CO. The value obtained for the orbital gap is 10.36 eV.

These are the Löwdin partial charges, in e, on atoms 1 to 99:
1 O -0.33
2 S 0.72
3 O -0.34
4 C -0.15
5 C -0.21
6 C -0.23
7 C -0.17
8 H 0.04
9 H 0.09
10 H 0.13
11 H 0.08
12 H 0.10
13 H 0.11
14 H 0.09
15 H 0.09
16 O -0.30
17 S 0.64
18 O -0.31
19 C -0.22
20 C -0.16
21 C -0.20
22 C -0.24
23 H 0.11
24 H 0.09
25 H 0.08
26 H 0.10
27 H 0.10
28 H 0.13
29 H 0.12
30 H 0.12
31 O -0.33
32 S 0.68
33 O -0.34
34 C -0.21
35 C -0.18
36 C -0.18
37 C -0.19
38 H 0.11
39 H 0.09
40 H 0.08
41 H 0.07
42 H 0.08
43 H 0.08
44 H 0.10
45 H 0.08
46 O -0.34
47 S 0.68
48 O -0.34
49 C -0.19
50 C -0.22
51 C -0.21
52 C -0.21
53 H 0.09
54 H 0.09
55 H 0.07
56 H 0.11
57 H 0.12
58 H 0.13
59 H 0.11
60 H 0.10
61 O 0.17
62 C -0.58
63 O 0.08
64 C -0.12
65 C -0.15
66 O 0.07
67 H 0.14
68 H 0.09
69 H 0.12
70 H 0.15
71 O 0.12
72 C -0.55
73 O 0.06
74 C -0.10
75 C -0.10
76 O 0.04
77 H 0.10
78 H 0.12
79 H 0.10
80 H 0.11
81 O 0.10
82 C -0.50
83 O 0.08
84 C -0.11
85 C -0.13
86 O 0.04
87 H 0.16
88 H 0.15
89 H 0.12
90 H 0.16
91 C -0.15
92 O -0.12
93 H 0.05
94 H 0.10
95 H 0.06
96 H 0.06
97 C -0.12
98 O -0.13
99 H 0.08

***

Number 1: strongest force on any atom 0.017 hartree/bohr. Number 2: strongest force on any atom 0.016 hartree/bohr. Number 3: strongest force on any atom 0.012 hartree/bohr. Number 4: strongest force on any atom 0.077 hartree/bohr.